No. 1
{
  "formula": "C10H23F3NOP",
  "method": "ωB97M-V/def2-TZVPD",
  "smiles": "FC(F)(F)COCCP.CCN(CC)CC",
  "e_lumo_ha": 0.032,
  "total_charge": 0,
  "orbital_gap_ev": 8.93,
  "species": ["P", "F", "F", "F", "O", "N", "C", "C", "C", "C", "C", "C", "C", "C", "C", "C", "H", "H", "H", "H", "H", "H", "H", "H", "H", "H", "H", "H", "H", "H", "H", "H", "H", "H", "H", "H", "H", "H", "H"],
  "xyz": [[-3.033, 1.298, -0.278], [1.416, 2.597, 1.046], [-0.264, 1.484, 1.902], [0.715, 3.035, 3.071], [-1.776, 3.862, 1.978], [1.095, -2.752, -0.390], [1.923, -3.480, -2.703], [0.310, 2.705, 1.827], [2.103, -1.198, 1.258], [0.204, -0.771, -1.745], [-2.994, 3.700, 1.281], [-0.014, -1.866, -0.692], [-3.479, 2.247, 1.245], [-0.601, 3.755, 1.236], [2.314, -2.104, 0.055], [1.325, -3.830, -1.334], [0.182, -1.164, -2.760], [2.797, -2.835, -2.614], [-3.069, 1.777, 2.131], [-0.865, -2.486, -0.987], [3.065, -0.829, 1.614], [-0.594, -0.030, -1.671], [-2.159, 2.168, -0.949], [3.017, -2.893, 0.335], [-0.044, 4.688, 1.273], [1.988, -4.551, -0.845], [-3.716, 4.304, 1.816], [1.492, -0.329, 1.018], [2.804, -1.523, -0.744], [-0.321, -1.384, 0.241], [1.199, -2.990, -3.353], [1.623, -1.742, 2.073], [-4.558, 2.234, 1.315], [-2.916, 4.106, 0.273], [0.378, -4.356, -1.484], [-2.165, 0.296, 0.174], [2.242, -4.394, -3.208], [-0.774, 3.498, 0.197], [1.149, -0.246, -1.601]]
}

***

No. 2
{
  "formula": "C10H23MnN9O6",
  "method": "ωB97M-V/def2-TZVPD",
  "e_lumo_ha": [-0.013, -0.060],
  "total_charge": 0,
  "relative_energy_ev": 0.0000,
  "spin_multiplicity": 6,
  "s2": 9.239,
  "orbital_gap_ev": [7.07, 6.35],
  "species": ["Mn", "O", "O", "O", "O", "O", "O", "N", "N", "N", "N", "N", "N", "N", "N", "N", "C", "C", "C", "C", "C", "C", "C", "C", "C", "C", "H", "H", "H", "H", "H", "H", "H", "H", "H", "H", "H", "H", "H", "H", "H", "H", "H", "H", "H", "H", "H", "H", "H"],
  "xyz": [[0.784, 0.312, -0.776], [2.656, 2.900, -1.209], [1.358, -2.404, 0.458], [-1.802, 0.535, -2.045], [0.929, 1.484, -2.241], [-1.045, 2.476, -0.604], [1.771, -0.594, 2.167], [1.330, 0.350, 1.411], [-1.662, -0.625, 1.076], [-3.118, -1.153, 2.702], [-2.369, -1.708, 0.650], [-4.241, -2.866, 1.510], [0.767, -1.697, -0.507], [-3.163, -2.003, 1.658], [-0.131, 1.843, 0.068], [-0.804, -0.280, -1.709], [-2.134, -0.330, 2.278], [1.249, 1.592, 1.927], [0.023, -2.390, -1.387], [-1.803, -2.035, -3.164], [3.107, 0.594, -1.005], [0.354, 3.924, 1.342], [0.456, 2.461, 1.128], [1.966, 1.963, 3.171], [-0.010, -3.868, -1.465], [-0.853, -1.545, -2.142], [-1.314, -2.747, -3.838], [1.534, -1.696, 1.222], [-0.643, 4.279, 1.071], [-3.966, -3.662, 0.954], [3.642, -0.184, -0.437], [0.157, 2.088, -2.268], [1.655, 2.947, 3.521], [0.367, -4.212, -2.436], [-4.609, -3.085, 2.426], [-1.043, -4.230, -1.373], [1.096, 4.450, 0.724], [1.935, 2.371, -1.807], [-2.651, -2.548, -2.693], [3.202, 3.391, -1.830], [-1.576, 1.386, -1.470], [-2.180, -1.193, -3.746], [0.595, -4.315, -0.670], [3.377, 1.637, -0.779], [1.787, 1.237, 3.972], [0.558, 4.192, 2.383], [3.048, 2.004, 3.001], [-1.775, 0.508, 2.876], [3.190, 0.442, -2.092]]
}

***

No. 3
{
  "formula": "C10H23N2OP",
  "method": "ωB97M-V/def2-TZVPD",
  "e_lumo_ha": -0.065,
  "total_charge": 0,
  "relative_energy_ev": 6.9524,
  "orbital_gap_ev": 3.01,
  "species": ["P", "O", "N", "N", "C", "C", "C", "C", "C", "C", "C", "C", "C", "C", "H", "H", "H", "H", "H", "H", "H", "H", "H", "H", "H", "H", "H", "H", "H", "H", "H", "H", "H", "H", "H", "H", "H"],
  "xyz": [[-1.393, 1.817, 1.642], [-1.239, -1.327, -4.375], [-0.132, -0.740, 0.147], [-1.884, 2.690, 0.381], [2.738, 0.087, 2.444], [-0.092, -1.234, 1.350], [-2.082, 0.076, 1.346], [2.133, 0.272, -0.124], [1.047, -0.716, -0.743], [-1.521, -0.266, -0.076], [-1.427, -1.115, 2.150], [-2.038, -0.277, -4.172], [0.719, -0.209, -2.186], [3.055, -0.414, 0.960], [1.469, -1.736, -0.842], [0.763, -1.035, -2.937], [-1.569, 0.741, -4.230], [3.036, -1.523, 0.903], [1.818, 0.709, 2.491], [-3.178, 0.047, 1.499], [-2.056, -1.225, -0.316], [1.441, 0.554, -2.562], [0.804, -1.700, 1.794], [-1.054, -0.810, 3.162], [-2.479, 3.447, 0.713], [2.510, -0.827, 3.051], [-1.959, 2.385, 2.818], [0.029, 1.818, 1.661], [-2.560, -0.215, -3.172], [3.614, 0.591, 2.893], [1.549, 1.133, 0.275], [-1.761, 0.391, -0.932], [2.811, 0.632, -0.928], [4.096, -0.067, 0.764], [-2.900, -0.156, -4.871], [-0.288, 0.241, -2.299], [-2.021, -2.037, 2.319]]
}

***

Table of strongest force on any atom (hartree/bohr), in record order: 0.029; 0.102; 0.072
Table of E (eV), in record order: -31720.871; -67748.083; -25052.138